This record from the Open Molecules 2025 dataset describes a molecular structure, C37H44ClInN8O8PS at a distorted geometry. The level of theory is ωB97M-V with the def2-TZVPD basis set.

Values from the calculation:
- relative energy (zero: lowest compared OMol25 entry of this formula, charge and spin) (kcal/mol) = 9.4
- Kohn-Sham gap (eV) = 6.79
- HOMO (eV) = -5.293
- electronic energy (eV) = -105211.253
- total charge = -1

CARTESIAN COORDINATES (ANGSTROEM)
H -0.606 5.569 -1.742
C -1.991 -4.946 1.283
C 1.603 3.879 -3.036
H -5.580 -0.480 0.360
H 2.461 3.220 -3.192
H 4.233 3.255 2.834
C -3.423 -0.422 0.288
C 0.017 -5.999 2.089
C 0.530 3.976 1.026
O 0.302 -3.577 -0.533
H -2.306 -9.064 3.250
C -2.989 2.911 -0.935
H -2.547 -1.982 -5.445
H 6.176 -0.777 -0.613
H 3.949 2.145 -0.821
C 3.448 2.672 3.305
C -0.189 5.522 -0.736
H -0.819 6.131 -0.079
O -0.476 1.571 -0.641
H 4.342 -0.383 1.011
C -4.807 -1.014 -1.559
H -3.100 3.367 -3.610
C -4.706 -0.634 -0.257
H -0.390 -1.635 -4.372
H 0.814 5.961 -0.751
C 5.140 -0.816 -0.927
H 1.012 1.268 -3.606
H 0.593 0.614 4.726
H -2.845 4.852 -2.689
H 1.182 -1.337 -3.386
N -2.332 -0.583 -0.415
C 1.165 -1.076 -2.329
C -2.526 -1.705 -4.398
H 1.835 4.513 -2.185
H 0.027 4.608 1.764
H 1.584 4.249 0.965
N 0.381 3.127 -2.824
O -1.143 0.240 2.245
H 4.034 3.293 6.475
H -0.240 -7.942 2.965
C 2.621 1.876 2.533
C 3.117 2.871 -0.728
H 2.759 1.827 1.458
C -2.399 -0.970 -1.720
N 1.618 1.142 3.016
H 3.306 -1.375 -3.707
O 1.629 -3.650 1.554
O 3.400 4.066 -0.561
C -0.451 -2.004 2.836
H -0.940 -2.782 3.423
H 0.293 2.393 -4.777
O 1.964 2.341 -0.830
C -3.642 -1.193 -2.342
H 1.986 1.950 6.264
C -3.691 -1.568 -3.705
H -0.749 1.544 -3.623
C 3.241 2.715 4.681
H -3.485 3.857 -0.676
C -2.359 3.918 -3.014
C 2.200 1.948 5.201
H -2.464 -4.091 0.813
H -2.608 2.466 -0.018
N 4.009 3.534 5.499
C 3.538 -1.152 -2.671
In -0.181 -0.287 0.430
H 0.584 -1.908 3.185
H -3.715 -8.016 3.439
H 0.445 2.944 1.354
C 2.474 -0.938 -1.764
C 2.763 -0.642 -0.402
H -3.756 2.239 -1.344
O 1.891 -0.426 0.521
N -1.917 3.127 -1.891
H -3.282 -0.106 1.316
H -1.525 4.172 -3.664
C -2.727 -6.044 1.690
H -5.775 -1.189 -2.017
N 0.026 -0.937 -1.747
C -0.613 -4.925 1.489
H -3.410 -8.807 1.896
C -0.734 -7.099 2.492
N -0.517 -2.277 1.379
C 1.424 1.194 4.336
Cl 6.136 -1.371 -3.412
H -4.650 -1.745 -4.175
O -1.718 -0.568 4.242
H 1.480 4.506 -3.928
C 4.836 -1.092 -2.270
S 0.340 -3.533 0.913
C -1.180 -1.145 -2.453
N -0.152 4.152 -0.255
H 4.893 3.832 5.125
C -1.173 -0.691 3.154
P -0.304 2.903 -1.322
C 0.224 2.018 -3.751
C 4.134 -0.599 -0.029
C -1.279 -1.498 -3.774
C -2.927 -8.322 2.748
H 1.089 -5.960 2.242
C -2.109 -7.136 2.303
H -3.801 -6.060 1.535

Mulliken population analysis, charges in e, atoms 1 to 6:
1 H 0.34
2 C -0.36
3 C -1.39
4 H 0.49
5 H 0.26
6 H 0.42